This record from OMol25 describes C37H63Cl4F2O3PRb as an isolated structure in a non-equilibrium geometry. The level of theory is the ωB97M-V functional and the def2-TZVPD basis.

XYZ file:
```
111
Properties=species:S:1:pos:R:3:forces:R:3
Rb 24.2005 21.7335 -33.7922 0.425 0.528 0.377
C 21.7001 25.9611 -34.5669 0.188 -0.890 0.346
C 23.1851 25.5662 -34.6496 -0.894 0.463 -1.025
C 23.8970 26.0858 -35.8926 0.372 0.439 -0.476
C 25.3637 25.6194 -35.7572 -0.343 -1.019 -0.881
P 26.3037 25.2704 -37.2653 0.004 2.354 -0.439
C 25.3346 24.3556 -38.5089 0.698 0.493 0.097
C 25.0059 25.0972 -39.8157 -0.399 0.179 0.170
C 24.2579 24.2043 -40.7902 -1.111 0.398 -0.848
C 24.0955 24.8633 -42.1642 1.419 1.208 -0.148
C 26.7726 26.9027 -37.9615 0.539 0.046 -0.885
C 25.7823 28.0980 -37.8751 -1.904 -1.464 -3.334
C 26.5038 29.4038 -38.2496 0.343 -0.510 0.136
C 25.6772 30.6394 -37.8989 0.879 0.349 -1.356
C 27.8401 24.4149 -36.9056 0.120 0.267 0.805
C 28.5945 24.9971 -35.6791 -0.313 -0.770 0.104
C 30.0379 24.4608 -35.5510 -0.992 0.660 -0.181
C 30.6011 24.8772 -34.2048 -0.069 -1.342 -2.417
H 21.2168 25.2634 -33.8765 -0.011 0.377 0.389
H 21.1609 25.7366 -35.4899 0.265 0.428 -0.265
H 21.5384 26.9857 -34.2436 -0.081 0.050 -0.117
H 23.2032 24.4738 -34.6981 0.323 -0.010 0.304
H 23.7880 25.9410 -33.8235 -0.282 -0.358 0.423
H 23.7853 27.1674 -36.0047 0.325 0.114 0.525
H 23.4416 25.7908 -36.8468 -0.032 -0.663 0.214
H 25.3319 24.6142 -35.3096 0.312 0.084 0.466
H 25.9825 26.2161 -35.0884 -0.302 -0.106 -0.264
H 24.4849 24.0052 -37.9216 -0.195 -0.460 -0.539
H 26.0204 23.5730 -38.8427 -0.362 -0.546 0.470
H 25.9403 25.4338 -40.2705 0.048 -0.131 -0.022
H 24.4189 26.0070 -39.6696 -0.007 -0.049 0.233
H 23.2129 24.0666 -40.4942 0.228 -0.366 0.689
H 24.7261 23.2257 -40.9000 0.040 -0.023 0.065
H 23.5458 24.2909 -42.9036 0.087 -0.193 0.064
H 25.0883 25.1526 -42.5384 0.029 -0.715 -0.365
H 23.6838 25.8794 -42.1401 -0.665 -0.305 0.503
H 27.1023 26.8150 -39.0007 -0.113 -0.438 -0.063
H 27.6810 27.2108 -37.4317 -0.043 -0.536 -0.270
H 25.5148 28.1676 -36.8225 -3.475 -0.493 -2.727
H 24.9487 27.8661 -38.5378 -0.200 0.283 -0.332
H 26.8513 29.3697 -39.2836 -0.426 0.310 -0.230
H 27.4319 29.3954 -37.6671 -0.077 0.374 -0.576
H 25.1908 30.6039 -36.9289 -0.414 -0.255 -0.188
H 25.0369 30.8217 -38.7640 -0.687 0.056 0.561
H 26.3273 31.5184 -37.8852 0.065 0.011 0.076
H 28.4265 24.4947 -37.8249 0.050 -0.304 -0.032
H 27.5893 23.3858 -36.6408 0.107 -0.156 -0.368
H 28.0465 24.6400 -34.7997 -0.237 0.086 0.003
H 28.5546 26.0879 -35.6732 0.326 0.093 -0.104
H 30.5819 24.9170 -36.3805 0.496 -0.354 0.064
H 30.0416 23.3733 -35.6268 -0.019 -0.047 -0.257
H 30.6571 25.9661 -34.1276 0.108 -1.699 -3.058
H 31.6233 24.5096 -34.1025 -0.008 0.473 -0.120
H 30.0061 24.5149 -33.3662 -0.091 -0.220 -0.443
C 27.4846 24.4749 -31.6600 -0.447 0.765 -0.344
C 26.3022 24.3617 -32.6094 -1.212 -1.305 -1.167
O 26.4468 23.5523 -33.7395 0.260 -0.222 0.033
H 27.8423 23.4948 -31.3543 0.255 0.001 -0.176
H 27.2092 25.0513 -30.7699 -0.088 -0.121 0.058
H 28.2187 25.1004 -32.1713 0.516 -0.442 0.139
H 25.9732 25.3612 -32.9568 0.087 0.393 0.486
H 25.4296 23.9291 -32.0819 -0.135 0.474 0.758
C 31.0965 27.2398 -31.1776 0.035 0.865 1.156
Cl 29.7488 27.6501 -30.0977 -0.244 -0.130 0.178
Cl 32.0598 28.6982 -31.3861 0.232 0.160 -0.165
Cl 32.0914 25.9904 -30.4004 -0.191 0.106 -0.219
Cl 30.5169 26.6596 -32.7144 0.399 2.792 4.435
C 25.0545 22.6764 -28.4060 0.008 -0.248 -0.815
C 25.2250 23.9243 -27.5738 0.443 0.403 -0.510
O 24.3796 24.2810 -26.7946 -0.350 -0.145 0.166
C 26.4676 24.7650 -27.7968 0.413 -0.951 0.247
H 25.8307 22.4828 -29.1486 0.454 0.198 0.410
H 24.1831 22.7897 -29.0544 -0.382 -0.122 0.454
H 24.9586 21.7977 -27.7702 -0.240 0.042 0.009
H 26.8035 25.1269 -26.8268 -0.185 0.532 -0.155
H 26.2693 25.5423 -28.5329 -0.052 0.233 0.221
H 27.2783 24.1472 -28.1877 -0.046 0.030 -0.138
C 21.6066 23.9206 -29.2949 -0.595 -0.096 -0.061
C 22.2566 24.2329 -30.6076 0.021 0.319 0.415
O 22.4051 23.3832 -31.4633 0.266 0.027 -0.311
C 22.7224 25.6697 -30.8095 -0.631 -0.017 -0.381
H 21.0913 22.9617 -29.3195 0.354 -0.169 -0.018
H 20.8328 24.6577 -29.0680 0.246 0.217 0.064
H 22.3573 23.9505 -28.5020 -0.091 0.056 0.111
H 22.3434 26.3813 -30.0777 0.149 -0.318 0.368
H 22.2662 25.9981 -31.7473 0.389 -0.057 -0.202
H 23.8080 25.7344 -30.8678 0.023 -0.077 -0.138
F 33.7676 22.2486 -33.1787 0.206 -0.278 -0.304
C 32.9533 22.0447 -32.1343 -0.366 1.013 0.611
C 33.3272 21.2219 -31.0983 0.831 -0.844 -0.201
C 32.4965 21.0575 -30.0209 -1.378 -0.158 0.923
C 31.3068 21.7724 -29.9169 -0.027 0.352 -0.911
C 30.9838 22.6703 -30.9332 0.226 -0.227 0.119
C 31.8043 22.8143 -32.0536 -0.329 -0.370 0.220
H 34.2386 20.6366 -31.1226 0.061 0.169 -0.292
H 32.6683 20.3181 -29.2480 0.510 0.051 -0.098
H 30.5745 21.6215 -29.1366 0.296 -0.078 0.285
H 30.0810 23.2513 -30.8110 -0.061 0.134 -0.306
H 31.5337 23.4747 -32.8657 0.293 -0.453 0.610
F 26.7117 28.3633 -36.2415 5.390 1.390 8.600
C 27.0130 28.8885 -35.0155 1.186 -0.489 0.507
C 27.1484 30.2495 -34.9200 -0.525 0.438 0.351
C 27.3583 30.8037 -33.6508 -0.106 0.023 -0.876
C 27.4418 29.9741 -32.5672 0.656 -0.500 0.505
C 27.3306 28.5852 -32.7061 0.682 0.447 0.141
C 27.2488 28.0020 -33.9631 -1.357 0.691 0.573
H 27.0072 30.8665 -35.7970 0.115 -0.015 0.100
H 27.4301 31.8750 -33.5200 0.143 -0.007 -0.128
H 27.7906 30.3898 -31.6289 -0.579 -0.063 0.205
H 27.3955 28.0026 -31.7971 0.108 -0.308 -0.196
H 27.1381 26.9274 -34.0374 0.319 0.182 -0.099
```
Positions in Å, forces in eV/Å.

Values from the calculation:
HOMO level in eV: -9.64
Total charge: +1
Kohn-Sham gap in eV: 6.87
Lowest unoccupied orbital energy in eV: -2.77
Molecular weight in g/mol: 852.158
Multiplicity: 1

Results of the Mulliken charge analysis, in e, for atoms 1 through 2:
1. Rb 0.975
2. C -1.662